a | Molecular formula: C2H8N3P2
Method: DFT, ωB97M-V with the def2-TZVPD basis set

The geometry in XYZ format:
```
15
C2H8N3P2 | the Open Molecules 2025 dataset | ωB97M-V with the def2-TZVPD basis set
C 0.30 0.11 0.84
C 2.20 -0.63 -0.51
N -0.08 2.77 0.08
N 1.33 -0.61 0.63
N -1.76 -1.51 -0.40
P -0.50 1.31 -0.15
P -2.28 -0.14 0.03
H 3.21 -0.32 -0.22
H 2.26 -1.65 -0.91
H 1.83 0.04 -1.28
H -0.70 3.53 -0.19
H 1.60 -1.27 1.37
H -1.46 -2.20 0.28
H -3.21 0.34 -0.87
H -2.75 0.24 1.29
```

## Properties
**Charge**: +1
**HOMO-LUMO gap (alpha / beta)**: 7.59 / 7.59 eV
**Lowest unoccupied orbital energy (alpha / beta)**: -0.214 / -0.214 Eh

***

b | Molecular formula: C2H8N3P2
Method: DFT, ωB97M-V with the def2-TZVPD basis set

The geometry in XYZ format:
```
15
C2H8N3P2 | the Open Molecules 2025 dataset | ωB97M-V with the def2-TZVPD basis set
C -0.14 -0.40 0.06
C -2.52 -0.21 -0.33
N 1.63 -2.23 0.33
N -1.32 -0.41 0.48
N 0.56 1.68 -0.12
P 1.35 -0.95 -0.51
P 2.06 1.21 -0.08
H -3.30 -0.92 -0.10
H -2.78 0.75 -0.10
H -2.31 -0.35 -1.38
H 2.09 -3.11 -0.11
H -1.32 -0.32 1.51
H 0.20 2.65 0.00
H 3.18 1.65 -0.85
H 2.63 0.96 1.20
```

## Properties
**Charge**: +1
**HOMO-LUMO gap (alpha / beta)**: 7.30 / 7.31 eV
**Lowest unoccupied orbital energy (alpha / beta)**: -0.212 / -0.211 Eh

***

Which structure loses on stability? b does.

***

a | Molecular formula: C3H8NS
Method: DFT, ωB97M-V with the def2-TZVPD basis set

The geometry in XYZ format:
```
13
C3H8NS | the Open Molecules 2025 dataset | ωB97M-V with the def2-TZVPD basis set
C 0.69 -0.79 1.35
C 0.12 0.40 0.65
N 0.31 0.30 -0.90
C -1.14 0.32 -1.24
S -1.78 0.39 0.48
H 0.60 -1.63 0.70
H 0.17 -0.87 2.23
H 1.77 -0.63 1.81
H 0.54 1.29 1.08
H 0.94 -0.47 -1.26
H 0.66 1.10 -1.33
H -1.36 1.19 -1.86
H -1.52 -0.59 -1.69
```

## Properties
**Charge**: +1
**HOMO-LUMO gap**: 10.12 eV
**Lowest unoccupied orbital energy**: -0.139 Eh

***

b | Molecular formula: C3H8NS
Method: DFT, ωB97M-V with the def2-TZVPD basis set

The geometry in XYZ format:
```
13
C3H8NS | the Open Molecules 2025 dataset | ωB97M-V with the def2-TZVPD basis set
C 0.26 1.24 0.69
C -0.05 1.15 -0.90
C -0.67 0.36 0.18
N 0.25 -1.64 0.25
S -2.34 0.06 0.13
H 1.37 0.96 1.03
H -0.16 1.97 1.31
H -0.71 1.88 -1.42
H 0.83 0.92 -1.49
H -0.56 -2.18 -0.12
H 0.41 -1.80 1.25
H 1.10 -1.75 -0.30
H -2.18 -0.51 -1.02
```

## Properties
**Charge**: +1
**HOMO-LUMO gap**: 9.59 eV
**Lowest unoccupied orbital energy**: -0.187 Eh

***

Which structure loses on stability? b does.